[1]
{
  "formula": "C10H90BrNO42S2",
  "method": "the ωB97M-V functional and the def2-TZVPD basis",
  "elements": ["Br", "S", "S", "O", "O", "O", "O", "O", "O", "O", "O", "O", "O", "O", "O", "O", "O", "O", "O", "O", "O", "O", "O", "O", "O", "O", "O", "O", "O", "O", "O", "O", "O", "O", "O", "O", "O", "O", "O", "O", "O", "O", "O", "O", "O", "N", "C", "C", "C", "C", "C", "C", "C", "C", "C", "C", "H", "H", "H", "H", "H", "H", "H", "H", "H", "H", "H", "H", "H", "H", "H", "H", "H", "H", "H", "H", "H", "H", "H", "H", "H", "H", "H", "H", "H", "H", "H", "H", "H", "H", "H", "H", "H", "H", "H", "H", "H", "H", "H", "H", "H", "H", "H", "H", "H", "H", "H", "H", "H", "H", "H", "H", "H", "H", "H", "H", "H", "H", "H", "H", "H", "H", "H", "H", "H", "H", "H", "H", "H", "H", "H", "H", "H", "H", "H", "H", "H", "H", "H", "H", "H", "H", "H", "H", "H", "H"],
  "positions_angstrom": [[-0.78, -0.09, 0.49], [0.32, 4.42, 0.65], [3.64, 0.43, 0.02], [5.32, -3.29, -3.41], [-2.51, -3.34, 0.18], [-2.86, -2.57, 6.79], [5.96, -0.22, 3.98], [7.27, 2.23, -2.01], [2.08, -5.24, 1.76], [3.66, -0.81, -0.91], [6.25, -2.55, -0.51], [2.63, 5.25, 3.60], [-6.14, 1.09, 9.53], [-0.08, 2.07, -5.48], [2.07, -0.88, -8.52], [-1.19, 3.51, 4.59], [-1.19, -1.12, -9.86], [3.71, -2.16, 3.66], [-3.96, -0.39, 8.57], [-3.58, 2.72, -0.84], [-9.25, -2.47, -4.00], [-2.76, -2.78, -2.74], [1.75, 1.85, 4.18], [-1.68, 0.14, 3.58], [-2.76, 5.18, -10.87], [4.24, 0.13, 1.29], [-0.27, -2.25, 4.90], [-2.32, 1.91, 9.15], [6.82, -5.35, -1.39], [-2.72, -2.96, -5.48], [-0.81, 4.22, -8.49], [4.31, 1.49, -0.70], [3.32, -1.47, -3.04], [-0.12, 1.10, -8.07], [-4.18, 1.25, 1.78], [0.59, -4.15, -1.27], [6.19, 0.26, 7.12], [8.44, 1.82, 4.10], [-6.66, -1.76, -1.95], [-4.30, 3.04, 6.77], [-3.99, -1.07, -0.93], [-3.20, 7.78, -11.81], [-1.79, 1.12, 6.40], [2.85, -1.99, 6.95], [-8.83, 0.12, -2.49], [2.18, 2.38, 0.79], [1.93, 1.06, 0.20], [1.35, 3.25, 0.75], [-0.40, -0.25, -3.67], [1.00, 0.30, 1.20], [1.66, 0.05, -2.26], [1.61, -2.24, 1.01], [1.45, -0.99, 1.87], [1.46, 1.23, -1.25], [0.35, -0.65, -2.63], [2.63, -1.09, -1.90], [-3.06, 8.14, -10.93], [5.31, 0.61, 7.29], [2.04, 2.08, -1.62], [1.95, -6.14, 2.06], [-1.18, -1.09, -10.83], [-3.29, -1.04, -1.60], [-1.54, 1.77, 7.08], [2.46, -4.79, 2.52], [1.83, -0.80, -7.59], [2.06, -2.20, 6.42], [6.81, 2.85, -2.59], [0.05, -1.48, -1.99], [2.73, -1.58, -8.55], [5.51, -2.60, -2.76], [5.55, -0.09, 3.11], [2.64, -2.47, 0.75], [-3.44, -3.11, 0.29], [-4.09, 8.06, -12.05], [4.50, -2.29, 3.12], [-2.04, -3.03, -3.32], [1.44, -4.58, -1.44], [7.18, -4.46, -1.29], [2.32, -0.84, 2.51], [6.07, -0.31, 6.34], [0.06, 1.30, -6.04], [-2.32, -0.04, 4.28], [-2.95, 1.70, 9.85], [2.09, 4.89, 4.30], [-9.02, -1.81, -3.35], [-8.43, -2.65, -4.47], [0.42, 1.54, -1.31], [0.12, 2.81, -6.07], [6.02, -3.28, 0.07], [-4.03, 3.66, 7.46], [-0.83, -0.98, -4.35], [-2.08, -2.47, 0.20], [-3.87, 2.62, 0.07], [-4.25, 0.63, 1.03], [2.01, 2.47, 4.87], [-1.42, 4.30, -9.24], [-2.12, 0.77, 3.00], [2.54, 1.73, 3.65], [3.27, -2.43, -3.14], [-3.50, 2.91, 6.25], [-9.53, -0.05, -1.85], [-0.99, 1.01, 5.87], [-9.22, 0.75, -3.11], [0.09, -4.79, -0.75], [0.96, -2.26, 0.15], [9.33, 1.82, 4.46], [-4.77, -1.35, -1.44], [-3.13, -2.36, -6.10], [0.48, 0.97, -8.81], [-4.34, 0.31, 8.02], [-6.49, 1.79, 8.96], [6.14, -3.38, -3.90], [-1.77, 2.77, 4.81], [0.65, -1.21, 2.57], [2.00, 0.49, -3.19], [-0.72, -1.61, 4.33], [-7.34, -1.95, -1.30], [3.56, -1.96, 6.30], [5.90, -1.77, -0.08], [-1.49, 3.82, 3.73], [2.45, 4.69, 2.84], [-0.26, -1.17, -9.61], [-2.53, -3.14, -1.87], [-2.45, 1.17, 8.54], [-3.39, -3.14, -4.82], [6.62, 2.05, -1.32], [-0.99, 0.89, -8.44], [-2.94, -3.25, 7.46], [8.56, 2.02, 3.16], [6.42, 0.61, 4.14], [-3.16, -1.76, 7.23], [-4.68, -0.60, 9.17], [4.00, -1.54, 4.34], [1.29, -3.08, 1.63], [-2.82, 2.13, -0.88], [-0.82, 3.28, -8.27], [-6.86, 0.88, 10.13], [-0.85, -2.38, 5.66], [-7.08, -1.12, -2.54], [6.44, -5.33, -2.28], [0.79, 0.99, 2.02], [2.06, -1.95, -1.56], [-3.58, 5.16, -11.38], [-5.08, 1.55, 1.93], [-0.55, 0.80, -3.84], [-2.16, 5.67, -11.44]],
  "lumo_energy_ev": -0.15,
  "energy_ev": -191027.8101
}

[2]
{
  "formula": "C10H9BF4N3O8Yb",
  "method": "the ωB97M-V functional and the def2-TZVPD basis",
  "elements": ["Yb", "F", "F", "F", "F", "O", "O", "O", "O", "O", "O", "O", "O", "N", "N", "N", "C", "C", "C", "C", "C", "C", "C", "C", "C", "C", "B", "H", "H", "H", "H", "H", "H", "H", "H", "H"],
  "positions_angstrom": [[-0.42, 1.02, -0.77], [-0.16, 4.71, -1.26], [-1.62, 2.94, -0.79], [0.51, 2.79, -0.07], [0.00, 2.60, -2.28], [3.35, -0.69, -1.40], [3.61, 0.83, 4.94], [-1.23, 1.14, 3.62], [-1.43, 1.26, 1.48], [5.06, 0.50, 3.38], [-0.18, -0.65, 0.34], [1.33, 0.29, -1.56], [-2.19, 0.38, -1.83], [-0.79, 0.97, 2.51], [-2.58, -1.83, -2.24], [3.92, 0.60, 3.79], [3.14, 0.08, 1.50], [0.53, 0.46, 2.30], [2.34, -0.23, -0.92], [0.79, -0.16, 1.05], [2.83, 0.41, 2.83], [2.13, -0.16, 0.60], [-1.16, -2.20, -2.31], [-2.96, -0.59, -2.01], [1.54, 0.67, 3.23], [-3.58, -2.89, -2.32], [-0.32, 3.40, -1.14], [-0.80, -2.52, -1.34], [-4.04, -0.43, -2.03], [4.17, 0.05, 1.19], [-3.91, -3.18, -1.32], [-1.05, -3.01, -3.03], [-0.56, -1.36, -2.64], [1.32, 1.08, 4.20], [-4.44, -2.56, -2.90], [-3.14, -3.75, -2.80]],
  "lumo_energy_ev": [-1.36, -1.36],
  "s_squared": 0.75,
  "energy_ev": -74446.9912,
  "e_above_lowest_kj_mol": 33.2,
  "spin_multiplicity": 2
}

[3]
{
  "formula": "C10H9BeBr2NO",
  "method": "the ωB97M-V functional and the def2-TZVPD basis",
  "elements": ["Br", "Br", "O", "N", "C", "C", "C", "C", "C", "C", "C", "C", "C", "C", "Be", "H", "H", "H", "H", "H", "H", "H", "H", "H"],
  "positions_angstrom": [[0.93, -4.37, 0.10], [0.54, -1.30, 4.82], [0.72, -1.50, -1.15], [-0.10, 0.66, -0.14], [0.47, -1.58, 0.14], [0.03, -0.37, 0.77], [0.67, -2.73, 0.93], [0.43, 0.91, -3.23], [-0.03, -0.18, 2.17], [-0.29, 1.14, 2.61], [0.60, -2.57, 2.31], [0.32, -1.36, 2.94], [-0.49, 1.87, 0.30], [-0.59, 2.13, 1.67], [0.49, 0.00, -1.58], [0.07, 0.30, -4.06], [-0.24, 1.34, 3.67], [-2.24, 0.92, -4.76], [-0.22, 1.77, -3.11], [1.43, 1.31, -3.52], [0.80, -3.44, 2.90], [-0.69, 2.60, -0.49], [-1.77, 1.30, -5.28], [-0.85, 3.15, 1.98]],
  "lumo_energy_ev": -1.23,
  "energy_ev": -154541.2256,
  "e_above_lowest_kj_mol": 0.0
}

[4]
{
  "formula": "C10H9Br2CoN4OS5Sb",
  "method": "the ωB97M-V functional and the def2-TZVPD basis",
  "elements": ["Sb", "Br", "Br", "Co", "S", "S", "S", "S", "S", "O", "N", "N", "N", "N", "C", "C", "C", "C", "C", "C", "C", "C", "C", "C", "H", "H", "H", "H", "H", "H", "H", "H", "H"],
  "positions_angstrom": [[-2.85, -0.09, 5.12], [3.91, 0.50, -4.34], [1.14, -3.95, -2.24], [0.11, -0.57, 1.56], [-4.30, 0.47, 3.39], [0.10, 0.97, 3.41], [-0.52, -1.02, 3.66], [-3.70, -1.94, 6.22], [-2.29, -1.92, 0.58], [0.65, -1.98, 0.10], [-4.18, -0.73, -0.86], [1.64, 0.45, 0.47], [-1.48, 0.93, 0.76], [-2.54, 0.65, -0.11], [1.37, -1.51, -0.82], [-3.00, -0.64, -0.14], [3.05, 1.81, -1.49], [2.65, 0.48, -1.73], [2.93, -0.28, -2.89], [2.74, 2.40, -0.31], [2.49, -1.57, -3.01], [1.74, -2.18, -2.00], [2.04, 1.68, 0.68], [1.91, -0.15, -0.70], [2.72, -2.13, -3.90], [-0.97, 1.73, 0.40], [3.04, 3.42, -0.10], [-4.44, -1.68, -1.07], [1.80, 2.08, 1.66], [3.61, 2.35, -2.25], [-3.25, 1.36, -0.16], [-4.33, -0.06, -1.60], [-1.79, 1.12, 1.72]],
  "lumo_energy_ev": [3.46, 3.46],
  "s_squared": 3.77,
  "energy_ev": -256953.6621,
  "charge": -2,
  "spin_multiplicity": 4
}

[5]
{
  "formula": "C10H9BrO",
  "method": "the ωB97M-V functional and the def2-TZVPD basis",
  "elements": ["Br", "O", "C", "C", "C", "C", "C", "C", "C", "C", "C", "C", "H", "H", "H", "H", "H", "H", "H", "H", "H"],
  "positions_angstrom": [[-1.48, -1.80, -0.46], [2.79, 0.42, 0.06], [-0.20, 1.52, 1.38], [-0.01, 2.24, -0.95], [-2.08, 2.58, 0.24], [-1.50, 2.00, 1.38], [1.01, -3.29, 0.41], [0.43, -2.17, -0.38], [1.03, -3.33, -1.09], [-1.32, 2.67, -0.91], [0.54, 1.58, 0.20], [1.73, 0.88, 0.06], [-2.03, 2.01, 2.40], [-1.76, 2.89, -1.84], [0.22, 1.08, 2.37], [2.12, -3.18, 0.85], [0.58, 2.47, -1.82], [-3.18, 2.80, 0.23], [0.55, -4.17, -1.58], [0.54, -4.12, 0.94], [2.01, -3.09, -1.50]],
  "lumo_energy_ev": [-0.93, 0.17],
  "energy_ev": -82599.9795,
  "e_above_lowest_kj_mol": 471.5
}

[6]
{
  "formula": "C10H9F8N3O",
  "method": "the ωB97M-V functional and the def2-TZVPD basis",
  "elements": ["F", "F", "F", "F", "F", "F", "F", "F", "O", "N", "N", "N", "C", "C", "C", "C", "C", "C", "C", "C", "C", "C", "H", "H", "H", "H", "H", "H", "H", "H", "H"],
  "positions_angstrom": [[-1.91, -1.74, 1.34], [-4.05, -1.59, 1.08], [-3.14, 0.86, 1.53], [-1.44, 2.11, -0.22], [-0.35, -1.16, -0.88], [-3.64, 0.67, -0.56], [-0.52, 0.63, 1.06], [-1.70, -0.10, -2.17], [1.25, 1.48, -0.91], [4.28, -0.78, 0.56], [2.45, -0.49, -0.91], [3.68, -2.42, -0.92], [0.43, 0.89, -1.87], [-1.34, 0.79, 0.01], [3.07, 1.26, 0.58], [-0.73, 0.09, -1.24], [-2.76, 0.27, 0.39], [4.09, 0.44, 1.05], [3.46, -1.20, -0.39], [5.02, 0.90, 2.13], [-2.86, -1.27, 0.53], [2.27, 0.72, -0.42], [4.32, -3.02, -0.43], [2.96, -2.82, -1.49], [-0.02, 1.69, -2.46], [-2.79, -1.77, -0.45], [5.44, 1.87, 1.88], [1.00, 0.20, -2.51], [4.47, 1.00, 3.06], [5.81, 0.17, 2.26], [2.89, 2.25, 0.96]],
  "lumo_energy_ev": 0.77,
  "energy_ev": -38774.8365,
  "e_above_lowest_kj_mol": 0.0
}

[7]
{
  "formula": "C10H9FN2OS",
  "method": "the ωB97M-V functional and the def2-TZVPD basis",
  "elements": ["S", "F", "O", "N", "N", "C", "C", "C", "C", "C", "C", "C", "C", "C", "C", "H", "H", "H", "H", "H", "H", "H", "H", "H"],
  "positions_angstrom": [[3.09, 1.42, 0.22], [0.91, 2.70, 1.01], [5.47, 0.10, -0.16], [3.67, -0.73, -1.19], [2.32, -0.52, -1.36], [0.03, 2.03, 0.16], [4.33, 0.23, -0.43], [-1.28, 2.42, 0.27], [1.83, 0.44, -0.53], [0.47, 0.87, -0.55], [-1.84, 0.76, -1.33], [-0.26, -0.94, 2.24], [0.96, -0.83, 1.82], [-0.54, 0.22, -1.20], [-2.19, 1.88, -0.59], [-3.22, 2.28, -0.70], [-1.62, 3.30, 0.96], [1.75, -1.31, -1.61], [1.89, -0.64, 2.39], [-0.52, -0.90, 3.33], [-0.19, -0.68, -1.71], [-2.61, 0.24, -1.93], [-1.08, -1.15, 1.53], [3.90, -1.70, -1.00]],
  "lumo_energy_ev": [0.61, -0.77],
  "s_squared": 2.03,
  "energy_ev": -29090.5836,
  "e_above_lowest_kj_mol": 0.0,
  "spin_multiplicity": 3
}

[8]
{
  "formula": "C10H9FN4",
  "method": "the ωB97M-V functional and the def2-TZVPD basis",
  "elements": ["F", "N", "N", "N", "N", "C", "C", "C", "C", "C", "C", "C", "C", "C", "C", "H", "H", "H", "H", "H", "H", "H", "H", "H"],
  "positions_angstrom": [[-2.75, -0.79, -2.28], [-0.21, -1.39, -0.20], [-0.15, 2.83, 2.82], [0.27, -2.51, -0.69], [0.76, -0.52, 0.17], [-1.93, 1.27, -1.40], [-0.65, 2.12, 2.11], [-1.11, 2.05, -0.40], [1.52, -2.45, -0.54], [-1.51, 0.14, 1.13], [1.93, -1.19, -0.04], [-2.09, -0.02, -1.30], [-1.07, 1.38, 0.95], [3.26, -0.63, 0.23], [-1.57, -0.85, -0.15], [2.21, -3.25, -0.54], [3.35, 0.38, -0.02], [-1.50, -0.46, 2.02], [-0.18, 2.29, -0.78], [-1.46, 3.06, -0.32], [3.38, -0.44, 1.28], [-2.17, 1.93, -2.32], [-2.29, -1.56, 0.24], [3.96, -1.39, 0.01]],
  "lumo_energy_ev": 0.54,
  "energy_ev": -19190.0201,
  "e_above_lowest_kj_mol": 57.9
}

[9]
{
  "formula": "C10H9N",
  "method": "the ωB97M-V functional and the def2-TZVPD basis",
  "elements": ["N", "C", "C", "C", "C", "C", "C", "C", "C", "C", "C", "H", "H", "H", "H", "H", "H", "H", "H", "H"],
  "positions_angstrom": [[-0.24, -0.01, 1.00], [-0.78, -0.19, -1.16], [0.16, 0.29, -0.23], [-1.49, -0.26, 2.75], [-1.49, 0.29, 1.54], [0.73, 0.37, -3.00], [1.65, 0.79, -1.96], [-0.16, -0.79, 3.05], [0.52, -0.60, 1.88], [-0.57, -0.09, -2.54], [1.51, 0.57, -0.66], [2.42, 1.05, -0.17], [0.73, 0.40, -4.10], [-1.80, -0.53, -0.70], [2.82, 0.87, -2.37], [1.58, -0.77, 1.69], [0.36, -1.57, 3.83], [-2.29, -0.36, 3.47], [-1.29, -0.37, -3.35], [-2.37, 0.90, 1.04]],
  "lumo_energy_ev": 0.77,
  "energy_ev": -12002.7197,
  "e_above_lowest_kj_mol": 335.8
}

[10]
{
  "formula": "C10H9N2O",
  "method": "the ωB97M-V functional and the def2-TZVPD basis",
  "elements": ["O", "N", "N", "C", "C", "C", "C", "C", "C", "C", "C", "C", "C", "H", "H", "H", "H", "H", "H", "H", "H", "H"],
  "positions_angstrom": [[-0.43, 2.48, -0.28], [3.05, 0.77, -2.52], [1.41, 1.51, -1.15], [2.03, 0.44, -1.70], [3.71, -0.38, -2.96], [-1.39, 0.50, 1.90], [0.10, 1.41, -0.51], [-1.60, -0.13, 0.59], [2.22, -2.00, -2.21], [3.38, -1.55, -2.74], [-0.34, 0.04, -0.27], [1.57, -0.96, -1.50], [0.42, -1.07, -0.60], [1.69, 2.41, -1.53], [3.47, 1.64, -2.49], [-0.64, 0.11, 2.52], [1.69, -2.92, -2.01], [-2.28, 0.49, 2.49], [-2.37, 0.31, -0.01], [0.05, -2.00, -0.15], [-1.78, -1.22, 0.52], [-1.02, 1.50, 1.81]],
  "lumo_energy_ev": [-5.30, -7.87],
  "s_squared": 2.08,
  "energy_ev": -15530.3174,
  "charge": 1,
  "e_above_lowest_kj_mol": 153.6,
  "spin_multiplicity": 3
}

[11]
{
  "formula": "C10H9N2O3",
  "method": "the ωB97M-V functional and the def2-TZVPD basis",
  "elements": ["O", "O", "O", "N", "N", "C", "C", "C", "C", "C", "C", "C", "C", "C", "C", "H", "H", "H", "H", "H", "H", "H", "H", "H"],
  "positions_angstrom": [[-0.08, 2.14, -3.19], [-0.51, 3.23, -0.23], [-2.11, 1.51, -2.43], [-1.72, 3.19, 1.88], [0.95, 1.46, -0.75], [1.37, -1.66, -0.14], [-0.32, -3.19, 0.58], [1.29, 0.77, 0.51], [-0.92, 1.85, -2.32], [-0.42, -0.92, 1.30], [-0.95, -2.20, 1.31], [-0.41, 1.86, -0.83], [-1.23, 3.21, 0.84], [0.84, -2.94, -0.13], [0.73, -0.64, 0.56], [-0.88, -0.09, 1.83], [-0.73, -4.19, 0.56], [0.93, 1.33, 1.37], [1.13, 0.84, -1.53], [2.27, -1.42, -0.69], [-1.11, 1.23, -0.28], [2.38, 0.72, 0.61], [1.35, -3.73, -0.68], [-1.86, -2.37, 1.87]],
  "lumo_energy_ev": 3.11,
  "energy_ev": -19639.5949,
  "charge": -1,
  "e_above_lowest_kj_mol": 28.1
}

[12]
{
  "formula": "C10H9N2O5Sc",
  "method": "the ωB97M-V functional and the def2-TZVPD basis",
  "elements": ["Sc", "O", "O", "O", "O", "O", "N", "N", "C", "C", "C", "C", "C", "C", "C", "C", "C", "C", "H", "H", "H", "H", "H", "H", "H", "H", "H"],
  "positions_angstrom": [[-0.16, -0.04, 0.45], [2.67, -1.88, 2.24], [-2.10, 3.39, -0.05], [3.14, 0.83, 0.51], [0.01, 1.11, 3.78], [1.21, -0.85, -5.43], [-2.13, -1.78, -1.53], [-1.88, -1.29, -0.26], [-2.86, -1.80, 0.56], [-3.67, -2.63, -0.22], [-0.05, 0.86, 2.67], [-1.88, 2.33, 0.33], [2.18, 0.30, 0.95], [-3.70, -3.35, -2.68], [1.23, -0.55, -4.33], [1.84, -1.14, 1.82], [-3.18, -2.61, -1.52], [-3.01, -1.53, 2.01], [-2.23, -0.83, 2.37], [-4.02, -1.08, 2.23], [-4.74, -3.02, -2.85], [-1.51, -1.49, -2.28], [-0.55, 0.87, -1.02], [-4.53, -3.21, 0.11], [-2.94, -2.49, 2.60], [-3.10, -3.23, -3.60], [-3.76, -4.42, -2.40]],
  "lumo_energy_ev": -10.39,
  "energy_ev": -44412.4862,
  "charge": 2,
  "e_above_lowest_kj_mol": 119.1
}